1.
ORCA calculation (ωB97M-V/def2-TZVPD) on one molecule with the formula C5H12N2 in a non-equilibrium geometry.

Computed properties:
Calculated total energy (Eh): -307.12324
E_HOMO (eV): -7.85
Spin multiplicity: 1
Charge: 0
Kohn-Sham gap (hartree): 0.326

XYZ file:
```
19
Properties=species:S:1:pos:R:3:forces:R:3:lowdin_charge:R:1
C -1.939 -0.163 0.896 3.376 -4.877 -0.418 0.0564
C -0.949 -1.161 0.701 -2.689 3.257 4.317 -0.3540
N -0.562 -2.142 1.713 -1.495 1.252 -1.900 0.0858
C 0.022 -0.856 -0.306 4.941 1.312 -1.640 -0.1583
C 0.775 0.655 -0.382 0.024 -1.777 0.273 -0.3151
C -0.134 1.720 -1.029 -1.494 -0.034 0.799 -0.0999
N 2.195 0.444 -1.098 -2.662 -0.074 1.397 0.0124
H -2.668 -0.387 1.580 -1.807 0.097 1.780 0.0121
H -2.040 0.564 0.176 -0.435 1.319 -1.312 -0.0061
H -0.821 -2.259 2.684 -0.607 0.767 -0.580 0.0880
H 0.310 -2.527 1.522 1.481 -0.807 -0.359 0.0330
H 1.002 -1.304 0.000 -0.913 -0.777 -0.885 0.0964
H -0.221 -1.039 -1.356 -0.054 -0.544 0.271 0.1125
H 0.961 0.813 0.690 -0.012 0.589 -0.375 0.1173
H 0.439 2.574 -1.277 0.734 0.917 -0.655 0.0401
H -0.982 2.190 -0.390 1.630 -1.218 -0.444 0.0970
H -0.696 1.352 -1.910 0.695 0.021 0.210 0.0831
H 2.972 0.366 -0.417 -0.955 0.468 -0.709 0.0638
H 2.337 1.158 -1.797 0.241 0.109 0.230 0.0354
```
Forces are in eV/Å.

***

2.
ORCA calculation (ωB97M-V/def2-TZVPD) on C11H16Cl2IN5OSTi as an isolated structure in a non-equilibrium geometry.

Computed properties:
Calculated total energy (Eh): -3243.12512
E_HOMO (eV): -14.89
Spin multiplicity: 1
Charge: +2
Kohn-Sham gap (hartree): 0.284

XYZ file:
```
38
Properties=species:S:1:pos:R:3:forces:R:3:lowdin_charge:R:1
Ti -0.640 -0.099 0.422 -0.054 -0.268 1.107 0.4450
C 3.654 -1.179 -0.190 0.053 0.086 0.049 0.0251
C 2.205 -0.838 -0.267 0.141 -0.004 0.170 -0.2218
N 1.475 -0.556 0.753 0.182 -0.057 -0.230 -0.0883
N 2.029 -0.519 1.989 0.248 -0.081 0.440 0.0350
C 1.316 -0.067 3.054 -0.051 -0.019 -0.246 -0.7587
N 1.946 -0.014 4.217 0.073 0.023 0.026 0.1578
S -0.289 0.403 2.889 -0.046 0.094 -0.079 0.7439
C 1.496 -0.723 -1.552 -0.089 -0.033 -0.336 -0.2057
C 2.125 -0.722 -2.786 0.065 -0.042 0.163 0.0459
C 1.368 -0.518 -3.931 -0.153 0.020 -0.045 0.0156
C -0.001 -0.343 -3.815 0.137 0.045 0.004 0.0149
C -0.560 -0.347 -2.550 -0.029 -0.111 -0.017 -0.0943
N 0.168 -0.526 -1.449 0.669 -0.341 -0.724 -0.1051
H 3.864 -1.850 0.645 -0.022 -0.054 -0.042 0.1007
H 4.253 -0.272 -0.057 -0.017 0.007 -0.016 0.1245
H 3.995 -1.674 -1.094 0.003 -0.026 0.014 0.0927
H 3.016 -0.709 2.093 0.034 -0.013 -0.098 0.1539
H 2.920 -0.246 4.332 -0.005 -0.026 -0.010 0.1377
H 1.458 0.330 5.029 -0.042 0.001 0.002 0.1293
H 3.194 -0.855 -2.865 -0.005 -0.015 0.027 0.1272
H 1.843 -0.491 -4.902 0.013 -0.040 0.004 0.1350
H -0.625 -0.195 -4.684 -0.018 0.011 0.013 0.1316
H -1.624 -0.200 -2.405 0.003 -0.008 -0.023 0.1355
Cl 0.191 1.898 -0.144 -0.054 0.953 -0.241 0.2660
N -4.507 1.174 1.010 -0.068 -0.228 0.037 0.2522
C -3.283 1.526 0.688 -0.248 0.002 0.056 -0.5701
O -2.374 0.630 0.705 -0.921 0.828 0.152 -0.2456
C -3.055 2.960 0.351 0.331 -0.103 0.389 -0.5113
I -2.388 3.848 2.203 -0.022 -0.055 -0.256 0.9244
H -4.707 0.236 1.327 0.051 -0.026 -0.006 0.1525
H -5.271 1.831 1.007 0.057 0.102 0.013 0.1493
H -3.969 3.474 0.075 -0.029 -0.073 -0.053 0.0653
H -2.275 3.102 -0.386 0.090 -0.046 0.009 0.0270
Cl -0.886 -2.376 1.307 0.006 -0.345 0.204 0.6914
C -1.747 -1.809 -0.128 -0.417 -0.370 -0.478 -0.5511
H -2.815 -1.824 0.070 0.033 0.100 0.059 0.0339
H -1.503 -2.463 -0.959 0.102 0.111 -0.037 0.0387
```
Forces are in eV/Å.

***

Question: Among the records above, which one has the lowest Kohn-Sham gap?
Answer: C11H16Cl2IN5OSTi